Computed, not measured: a molecular structure, C47H72AsBr2CsN4O2Se4Si at a distorted geometry, with ωB97M-V with the def2-TZVPD basis set.

Geometry as ORCA input:
```
! wB97M-V def2-TZVPD RIJCOSX def2/J DEFGRID3
* xyz -2 1
Cs -0.20645 -0.99315 0.28674
Se 2.08399 -1.97024 -5.31134
Se 2.50078 -3.05021 -3.35823
Se 4.35498 -1.91405 -2.40222
Se 5.08949 -3.30718 -0.75479
Br -5.71686 4.02010 -4.09879
C -4.21895 3.89112 -2.93509
C -3.60669 2.66138 -2.75152
C -2.56744 2.56005 -1.85405
C -2.13663 3.66177 -1.10705
C -2.74551 4.90116 -1.34808
C -3.78218 5.01673 -2.25668
N -1.08518 3.43223 -0.24164
C -0.85508 4.12676 0.79336
C 0.31490 3.89471 1.62633
C 0.53972 4.69374 2.75309
C 1.65607 4.46663 3.53370
C 2.52285 3.44292 3.18148
C 2.21499 2.69183 2.05129
N 1.15541 2.90396 1.29096
H -3.95548 1.79808 -3.29600
H -2.05240 1.62786 -1.66810
H -2.39207 5.78797 -0.83605
H -4.25118 5.97402 -2.43940
H -1.54898 4.90309 1.13979
H -0.16190 5.48157 2.99947
H 1.84729 5.07250 4.41054
H 3.41037 3.23093 3.76115
H 2.85856 1.87193 1.74557
C -3.24728 3.49614 -8.39930
C -2.07518 2.52113 -8.45097
N -1.67048 2.07992 -7.12197
C -2.40667 0.95086 -6.56953
C -1.92487 -0.39072 -7.12196
C -0.67303 2.77874 -6.51010
O -0.13854 3.72893 -7.07757
C -0.24286 2.43684 -5.11451
C 0.13828 3.51704 -4.31205
C 0.60444 3.28674 -3.03242
C 0.65026 1.97487 -2.57806
N 0.31435 0.94065 -3.33151
C -0.09044 1.16096 -4.57436
H -3.49064 3.84948 -9.40320
H -2.97886 4.35098 -7.77811
H -4.13586 3.03025 -7.97578
H -1.21960 3.01445 -8.90536
H -2.33496 1.64476 -9.04767
H -3.46500 1.09118 -6.81037
H -2.30433 0.96642 -5.48853
H -2.09885 -0.45229 -8.19722
H -2.45515 -1.21277 -6.63957
H -0.85802 -0.52066 -6.94160
H 0.07919 4.51538 -4.72530
H 0.91979 4.09760 -2.38986
H 1.00350 1.71972 -1.58857
H -0.24850 0.25922 -5.15486
C 3.81280 -3.60725 2.90229
C 4.00824 -2.90965 4.25905
C 2.75751 -3.21872 5.09461
C 5.21887 -3.53346 4.96979
Si 4.25848 -1.01320 4.00754
Br 2.75599 -0.39992 2.40298
C 5.97629 -0.50978 3.27697
C 6.42785 -1.53088 2.22231
C 7.05153 -0.43060 4.37203
C 5.90293 0.84711 2.55936
C 3.72824 0.06111 5.54185
C 2.21139 0.00494 5.77804
C 4.44407 -0.42255 6.81119
C 4.07316 1.54067 5.32574
H 3.74800 -4.68833 3.06329
H 4.62199 -3.42740 2.19545
H 2.88542 -3.29059 2.42659
H 2.60121 -4.30180 5.10990
H 1.86620 -2.76386 4.65991
H 2.86063 -2.88628 6.13005
H 5.02747 -4.59504 5.15351
H 5.41695 -3.05599 5.93407
H 6.11820 -3.46432 4.35789
H 6.60966 -2.51782 2.64835
H 7.36435 -1.19371 1.76829
H 5.70503 -1.64291 1.41001
H 7.11291 -1.35921 4.94493
H 6.86718 0.39368 5.06587
H 8.02885 -0.25966 3.91077
H 5.20935 0.80462 1.72096
H 6.89122 1.08953 2.15701
H 5.59865 1.65848 3.22078
H 1.85621 -1.00318 5.97733
H 1.66432 0.39687 4.92054
H 1.96326 0.62512 6.64721
H 4.13785 -1.43411 7.08255
H 4.20156 0.23390 7.65422
H 5.52883 -0.41874 6.68617
H 3.63418 1.91074 4.39698
H 5.15019 1.71017 5.30406
H 3.65864 2.13215 6.15004
C -0.81266 -2.31065 3.51681
C -1.89297 -2.82897 2.52916
C -1.40975 -4.21424 2.01211
C -3.17390 -3.07115 3.36490
O -2.10490 -1.95424 1.50717
H -0.58394 -3.06906 4.27030
H -1.17168 -1.40893 4.01952
H 0.09699 -2.06455 2.96551
H -1.12446 -4.87118 2.83807
H -0.54905 -4.08605 1.34830
H -2.20935 -4.69332 1.44426
H -3.00634 -3.79410 4.16984
H -3.96628 -3.44669 2.71429
H -3.51071 -2.12527 3.79579
C -4.02624 -3.69534 -0.51559
As -2.84159 -2.24106 -1.06849
C -2.90608 -2.70968 -3.00238
C -4.24019 -0.79942 -1.03659
C -5.46376 -1.06040 -1.83764
C -5.50785 -0.76781 -3.20351
C -6.64098 -1.00633 -3.96218
C -7.76243 -1.57839 -3.37662
C -7.73769 -1.88236 -2.02387
C -6.60878 -1.61678 -1.26388
H -4.93136 -3.70159 -1.12320
H -4.28433 -3.55520 0.53284
H -3.51292 -4.65029 -0.62466
H -3.90821 -2.89692 -3.39289
H -2.30230 -3.60830 -3.13909
H -2.43143 -1.91523 -3.58261
H -3.74346 0.11055 -1.37129
H -4.46212 -0.70263 0.02776
H -4.63164 -0.34881 -3.68170
H -6.64794 -0.74229 -5.01274
H -8.64309 -1.78235 -3.97288
H -8.60912 -2.32854 -1.55913
H -6.61028 -1.82658 -0.20024
*
```

## Properties
Energy = -19502.88942 Eh


Computed, not measured: a molecular structure, C34H33Cl5N3OPSbSe4SiTl at a distorted geometry, with ωB97M-V with the def2-TZVPD basis set.

Geometry as ORCA input:
```
! wB97M-V def2-TZVPD RIJCOSX def2/J DEFGRID3
* xyz -2 1
Tl 0.08647 1.56013 0.03997
C 2.76093 -7.04512 0.39062
C 3.16268 -5.92649 1.10839
C 2.47674 -4.73245 0.96954
C 1.37503 -4.62929 0.11744
C 0.99151 -5.75322 -0.60960
C 1.67621 -6.95236 -0.46647
P 0.57482 -2.95560 0.03747
C -0.79797 -3.42617 -1.08794
C -0.40629 -3.48278 -2.42785
C -1.28725 -3.91496 -3.40462
C -2.56966 -4.30708 -3.05265
C -2.96807 -4.24430 -1.72757
C -2.09845 -3.77913 -0.74959
C -0.20724 -3.11592 1.70694
C -0.98722 -4.18630 2.13218
C -1.63346 -4.14925 3.35683
C -1.49062 -3.04994 4.19274
C -0.63746 -2.02124 3.84058
C 0.01090 -2.05623 2.60586
H 3.29108 -7.98402 0.49286
H 4.01773 -5.98859 1.77031
H 2.79347 -3.85567 1.52317
H 0.14975 -5.69485 -1.28589
H 1.35158 -7.81566 -1.03492
H 0.59900 -3.16963 -2.68671
H -0.98201 -3.94142 -4.44287
H -3.27428 -4.62673 -3.80944
H -3.96872 -4.55894 -1.45297
H -2.44073 -3.68731 0.27099
H -1.09007 -5.05013 1.48892
H -2.27001 -4.97089 3.66226
H -2.02931 -3.00376 5.13067
H -0.47879 -1.18758 4.51126
Cl 1.10955 3.58756 -2.20586
C -0.27871 2.89093 -3.00040
C -1.12966 2.04712 -2.27874
C -2.16873 1.53364 -3.03756
Cl -3.34946 0.53225 -2.24717
C -2.34913 1.75009 -4.39988
Cl -3.60662 0.96216 -5.29564
C -1.48382 2.61334 -5.05640
Cl -1.68488 2.94311 -6.73719
C -0.44979 3.20931 -4.34494
Cl 0.60427 4.33229 -5.13142
C 4.05501 1.41599 -2.15957
Si 2.98123 -0.12802 -1.81587
C 3.03763 -1.16659 -3.42587
C 3.96459 -1.19537 -0.56326
O 1.50919 0.16798 -1.34529
H 5.09579 1.16433 -2.37802
H 4.05495 2.08925 -1.29988
H 3.66649 1.97827 -3.01046
H 4.06026 -1.31600 -3.77956
H 2.47400 -0.69088 -4.23061
H 2.60347 -2.15443 -3.24837
H 5.04213 -1.18923 -0.74308
H 3.62851 -2.23376 -0.61897
H 3.78894 -0.84680 0.45509
N 1.72006 -0.17135 2.16087
C 0.93687 -1.01034 2.27726
Se 1.59579 6.34981 2.34266
Sb 1.00176 5.94287 -0.22396
Se -1.41239 6.01771 -0.38369
Se 2.42708 7.45640 -1.45641
Se 2.20391 4.29176 1.30258
N -1.99480 -0.03877 0.83624
C -3.14531 0.02055 0.93715
N -4.44944 0.04056 1.10592
C -5.05716 0.74597 2.21975
C -6.08788 1.75336 1.71468
C -7.10534 1.05210 0.81398
C -6.37711 0.39312 -0.35610
C -5.35549 -0.60781 0.17502
H -4.27343 1.24865 2.78559
H -5.55142 0.01070 2.87229
H -5.57745 2.53325 1.14579
H -6.58742 2.21280 2.57041
H -7.83723 1.77369 0.44603
H -7.63622 0.28477 1.38980
H -5.84828 1.14871 -0.93980
H -7.07956 -0.12487 -1.01273
H -4.76897 -1.00770 -0.64593
H -5.86976 -1.42820 0.69774
*
```

## Properties
Energy = -14505.33294 Eh


Computed, not measured: 11 unconnected molecules or ions with the total composition C52H116N4O7 at a distorted geometry, with ωB97M-V with the def2-TZVPD basis set.

Geometry as ORCA input:
```
! wB97M-V def2-TZVPD RIJCOSX def2/J DEFGRID3
* xyz 0 1
C -0.90220 -4.29868 4.75857
C -1.74912 -3.29033 4.00600
C -1.69360 -3.81473 2.55860
O -0.45898 -4.51430 2.47967
C 0.16754 -4.68477 3.74982
H -1.50626 -5.16814 5.02654
H -0.46125 -3.86725 5.65925
H -1.32272 -2.29285 4.13629
H -2.77233 -3.26891 4.38497
H -1.81437 -3.03838 1.80476
H -2.54081 -4.49727 2.43126
H 1.02820 -4.02223 3.86843
H 0.44419 -5.73460 3.83557
C -4.17053 4.69618 0.33001
C -4.25445 3.77832 1.56270
C -4.04569 2.36021 0.99238
O -4.02502 2.50302 -0.42867
C -4.59515 3.76610 -0.77851
H -3.16735 5.10466 0.22156
H -4.88055 5.52515 0.37233
H -5.18292 3.86271 2.12459
H -3.43356 3.96851 2.25657
H -4.85762 1.71574 1.33573
H -3.06274 1.98910 1.28420
H -5.68572 3.71554 -0.85896
H -4.20213 4.04347 -1.75531
C 0.60867 3.83818 -2.26821
C -0.69672 4.05735 -1.53720
C -1.61738 4.58831 -2.62146
O -0.79571 5.30123 -3.52071
C 0.58065 4.94505 -3.36253
H 0.67503 2.88606 -2.78990
H 1.49804 3.98356 -1.65736
H -0.53185 4.83654 -0.78590
H -1.08712 3.17748 -1.02861
H -2.47208 5.20015 -2.32134
H -2.10127 3.75999 -3.17004
H 1.10729 5.80346 -2.94525
H 1.02000 4.51057 -4.25576
C -4.48416 -2.66531 0.78162
C -4.34933 -2.64444 2.29681
C -5.09796 -1.37290 2.74817
O -5.62993 -0.80111 1.55717
C -4.83299 -1.23073 0.45004
H -5.30909 -3.30190 0.46129
H -3.56697 -3.05133 0.33502
H -3.32974 -2.74176 2.68398
H -4.79171 -3.51965 2.78369
H -4.48804 -0.62563 3.26361
H -5.90638 -1.65962 3.42044
H -3.99873 -0.51802 0.42306
H -5.32945 -1.13517 -0.51550
C -4.43498 -0.31008 -4.24551
C -4.82663 0.00303 -5.69347
C -5.03753 1.51181 -5.66994
O -4.07413 1.97008 -4.75987
C -3.97211 1.05493 -3.67752
H -3.62292 -1.03750 -4.20070
H -5.25607 -0.65732 -3.62030
H -5.70404 -0.58092 -5.98212
H -4.05688 -0.28445 -6.41095
H -6.05719 1.78658 -5.36175
H -4.89430 1.96598 -6.65160
H -4.67484 1.35581 -2.89129
H -2.96066 1.11924 -3.28093
C 4.82184 -4.21580 -2.27692
C 4.24825 -3.83460 -0.93257
C 3.16653 -4.86461 -0.68116
O 2.81251 -5.32425 -2.00341
C 3.58299 -4.71331 -3.01886
H 5.54770 -5.03066 -2.22645
H 5.35267 -3.38823 -2.75447
H 3.86438 -2.81212 -0.91908
H 5.05504 -3.83307 -0.19259
H 2.33001 -4.40656 -0.14800
H 3.45895 -5.77732 -0.16215
H 3.05248 -3.89574 -3.52549
H 3.85887 -5.39993 -3.82119
C 3.09995 0.36674 -1.22428
C 2.72677 -0.42898 -2.45435
C 2.21943 0.67972 -3.38303
O 3.14825 1.74159 -3.12809
C 3.75033 1.60926 -1.83617
H 3.74320 -0.19390 -0.54471
H 2.18768 0.62742 -0.67840
H 1.94407 -1.14747 -2.20033
H 3.53089 -0.94476 -2.98181
H 1.18976 0.96554 -3.14388
H 2.31554 0.48328 -4.45049
H 3.57096 2.53518 -1.29209
H 4.81750 1.38489 -1.92001
C -0.20559 -0.19564 -8.89607
C -0.86425 -0.72718 -7.62744
N -0.43171 -0.04869 -6.41061
C -0.99419 1.30963 -6.39762
C -0.27641 2.15007 -5.35532
C -0.89722 -0.79554 -5.25545
C -0.10108 -2.06034 -4.96931
H -0.18547 -0.91976 -9.71221
H 0.85206 -0.03753 -8.66998
H -0.67319 0.71205 -9.27509
H -1.96654 -0.71072 -7.69491
H -0.63135 -1.79533 -7.63908
H -2.07235 1.22213 -6.20211
H -0.82022 1.80943 -7.34852
H -0.56090 3.20813 -5.44372
H 0.80460 2.08393 -5.44062
H -0.62234 2.04181 -4.32192
H -0.84707 -0.17557 -4.35286
H -1.98081 -1.00752 -5.31017
H 0.95375 -1.81400 -4.83926
H -0.46785 -2.54360 -4.06299
H -0.17893 -2.76747 -5.79552
C -0.37735 -0.10671 5.95096
C 1.04136 0.44620 5.94895
N 1.85336 -0.11945 7.01592
C 1.86649 -1.57634 7.01575
C 2.45983 -2.28944 5.80006
C 3.22317 0.41627 7.00830
C 3.28430 1.85255 7.44580
H -0.78762 -0.12882 6.95874
H -0.42115 -1.12736 5.55759
H -0.99874 0.47640 5.26930
H 1.52475 0.36038 4.96407
H 0.89368 1.50957 6.15828
H 2.40219 -1.90105 7.91114
H 0.85893 -1.95775 7.19830
H 2.52937 -3.36564 5.96238
H 1.86351 -2.18321 4.88659
H 3.43946 -1.90409 5.50974
H 3.64825 0.27455 6.00370
H 3.80314 -0.20494 7.69384
H 3.02833 2.00945 8.49647
H 2.56181 2.49532 6.93532
H 4.26581 2.29681 7.27226
C 1.20952 2.91302 1.57301
C 2.23409 1.94606 2.17375
N 3.44648 2.58636 2.68150
C 4.37291 1.52507 3.16051
C 5.00614 0.81837 1.97272
C 3.07191 3.38696 3.86840
C 4.18247 4.30701 4.35242
H 1.72324 3.66131 0.96532
H 0.63400 3.44797 2.32859
H 0.50594 2.38842 0.92424
H 1.75779 1.36461 2.98013
H 2.54188 1.25459 1.38860
H 5.15213 2.03301 3.72391
H 3.84739 0.83282 3.83043
H 5.88747 0.28040 2.34344
H 4.38168 0.04621 1.52362
H 5.37196 1.50068 1.20830
H 2.62249 2.73962 4.63477
H 2.25617 4.06544 3.60184
H 4.96845 3.75295 4.86697
H 3.77099 5.07463 5.00945
H 4.64750 4.85461 3.53228
C -0.34306 -3.46015 -0.42146
C 0.50226 -2.18506 -0.55293
N 0.16958 -1.11094 0.36019
C 0.42371 -1.38395 1.77269
C 1.88104 -1.75883 2.00878
C -1.12167 -0.47297 0.13981
C -1.10924 0.34484 -1.14398
H -1.42521 -3.33525 -0.37494
H 0.01092 -4.08737 0.39607
H -0.21850 -3.99872 -1.36800
H 1.55602 -2.46081 -0.46663
H 0.44775 -1.84977 -1.59222
H 0.22315 -0.44412 2.29080
H -0.27758 -2.14349 2.15216
H 2.49878 -1.11355 1.38000
H 2.15667 -1.54472 3.04351
H 2.12170 -2.79208 1.75889
H -1.43379 0.07563 1.02597
H -1.87870 -1.26419 -0.00047
H -0.20567 0.95949 -1.19159
H -1.98441 1.00242 -1.15359
H -1.13435 -0.20369 -2.08757
*
```

## Properties
Structure (SMILES) = CCN(CC)CC.CCN(CC)CC.CCN(CC)CC.CCN(CC)CC.C1CCOC1.C1CCOC1.C1CCOC1.C1CCOC1.C1CCOC1.C1CCOC1.C1CCOC1
Energy = -2796.38455 Eh


Energy relative to the best compared isomer or geometry (same formula, charge and spin) in kcal/mol, matching the order above: 27.1 23.6 0.0